(1)
This record from the OMol25 dataset describes a single C7H6N6S molecule at a distorted geometry. The level of theory is wB97M-V/def2-TZVPD.

LUMO in eV: -0.11
Orbital gap in eV: 9.08
Strongest force on any atom in eV/A: 4.029
Total charge: 0
Structure (SMILES): C=C=N[C@@H]1N=CS/C1=N\n1cnnc1
HOMO in hartree: -0.3378

Each line ends with the Mulliken charge.
CARTESIAN COORDINATES (ANGSTROEM)
C1 0.765261 -1.183811 -1.269780  0.794
C2 1.459949 -1.313504 1.019992  0.153
C3 -1.035938 2.679436 -0.185297  -0.155
C4 -2.406260 1.164716 0.251524  -0.063
C5 0.381202 -2.226772 2.679203  -0.003
C6 0.326910 -0.353062 1.079863  0.292
C7 0.267967 -0.291760 -2.048998  -0.844
N1 1.195009 -1.831988 -0.334491  -0.588
N2 1.466738 -2.275258 2.077215  -0.465
N3 -2.189251 3.224871 -0.471981  -0.432
N4 -3.101992 2.165841 -0.212006  -0.421
N5 -1.030051 1.390835 0.250796  0.350
N6 0.148461 0.653604 0.293545  -0.604
S1 -0.884597 -1.116711 2.165226  -0.106
H1 2.582710 -0.965646 0.882045  0.291
H2 -0.181283 3.281505 -0.023940  0.461
H3 -2.935838 0.266318 0.518398  0.415
H4 0.170332 -2.839717 3.591416  0.362
H5 0.966196 0.262453 -2.658362  0.268
H6 -0.768990 -0.378693 -2.328159  0.295

Force components x, y, z for each atom (eV/Å):
0.8978 -1.2260 1.9892
3.0738 1.5965 -2.0586
0.6109 1.9109 -0.0520
-0.9765 -0.9088 -0.5525
-1.6099 -0.8529 2.0957
-1.9314 1.6364 0.9781
-0.2742 -0.1266 -2.0861
0.3150 -1.8848 -1.4424
0.6060 -0.0479 -0.9537
0.2974 -2.4427 0.8189
1.0746 0.3285 0.3530
-1.7470 0.4193 0.0327
0.6928 0.0756 1.8840
0.1185 0.4248 -0.1386
-2.4411 0.1047 0.6354
1.0253 0.2860 -0.5518
0.4567 -0.3517 0.0832
0.1628 0.4621 -0.9409
-0.1547 0.3033 -0.0615
-0.1967 0.2931 -0.0321

=====

(2)
This record from the OMol25 dataset describes a gas-phase ion, C7H6NO2 (charge -1) at a distorted geometry. The level of theory is wB97M-V/def2-TZVPD.

Energy relative to the best compared isomer or geometry (same formula, charge and spin) in kJ/mol: 24.2
LUMO in eV: 3.90
Orbital gap in eV: 8.57
Strongest force on any atom in eV/A: 2.982
Total charge: -1
Structure (SMILES): C=C(C(=O)[O-])C1(C#N)CC1
HOMO in hartree: -0.1714

Each line ends with the Mulliken charge.
CARTESIAN COORDINATES (ANGSTROEM)
C1 1.798044 0.501926 -0.061449  0.264
C2 -0.290829 2.071187 -0.623484  -1.122
C3 -0.570918 0.872209 -0.159132  0.343
C4 -1.986784 0.192291 -0.149217  0.323
C5 0.466017 -1.270044 1.103378  -0.461
C6 0.521364 -1.565499 -0.326661  -0.933
C7 0.548456 -0.075188 0.163610  0.847
N1 2.894390 0.793734 -0.193888  -0.604
O1 -2.241286 -0.359951 0.948001  -0.741
O2 -2.517500 0.045200 -1.240994  -0.682
H1 0.713396 2.502742 -0.603209  0.299
H2 -1.069238 2.769819 -0.831750  0.331
H3 -0.563014 -1.383897 1.473580  0.247
H4 1.130398 -1.300942 1.940183  0.281
H5 1.467890 -1.833103 -0.609742  0.353
H6 -0.300388 -1.960484 -0.829220  0.255

Force components x, y, z for each atom (eV/Å):
1.1626 -0.5891 0.4927
0.4463 1.0705 0.6643
-0.7317 -1.2539 -0.2698
1.8176 -0.8801 0.9134
-2.5380 0.9672 1.2323
0.8358 1.4754 1.5583
-2.1860 -0.8864 -0.5250
1.1328 0.7041 -0.2571
-0.6515 0.4765 0.2011
-0.8543 0.4177 -1.0275
-0.1653 -0.2700 -0.1641
-0.5642 0.2425 -0.3987
0.4222 0.3820 -0.0902
1.1831 -0.6279 -0.3073
2.0400 -0.8697 -1.4108
-1.3494 -0.3586 -0.6117

=====

(3)
This record from the OMol25 dataset describes a molecular structure, C7H6NO7Yb at a distorted geometry. The level of theory is wB97M-V/def2-TZVPD.

Energy relative to the best compared isomer or geometry (same formula, charge and spin) in kJ/mol: 308.6
LUMO (spin up / spin down) in eV: -10.30 / -10.25
Orbital gap (spin up / spin down) in eV: 6.23 / 6.52
Strongest force on any atom in eV/A: 6.088
Total charge: +2
2S+1: 2
Expectation value of S²: 0.92
HOMO (spin up / spin down) in hartree: -0.6072 / -0.6161

Each line ends with the Mulliken charge.
CARTESIAN COORDINATES (ANGSTROEM)
O1 3.062595 1.652220 -0.423900  -0.367
C1 2.033599 1.456169 0.169254  0.339
Yb1 0.939970 1.746179 -1.653750  1.189
O2 2.281645 -0.555897 1.336784  -0.389
C2 1.500723 0.368903 1.077019  0.634
C3 0.028987 0.394995 1.349331  0.452
O3 -0.631597 -0.651088 1.507992  -0.685
C4 -0.580750 1.747293 1.191541  0.780
O4 -0.621380 2.280506 0.031127  -0.551
C5 -0.970361 2.474081 2.360970  -0.077
O5 -0.738372 3.579821 2.770681  -0.322
H1 -1.594558 1.631915 2.655181  0.322
N1 -1.444286 -1.963049 -0.806627  -0.167
C6 -0.036034 -2.114165 -1.282935  -0.691
C7 0.369102 -0.747979 -1.776892  1.188
O6 -0.565304 0.077189 -2.085310  -0.788
O7 1.600737 -0.403495 -1.759604  -0.621
H2 -1.418748 -1.550269 0.158553  0.260
H3 -1.932852 -2.857283 -0.799619  0.402
H4 -1.904024 -1.286846 -1.442992  0.347
H5 0.617301 -2.442471 -0.472394  0.333
H6 0.003610 -2.836728 -2.104411  0.413

Force components x, y, z for each atom (eV/Å):
-0.8985 0.4558 0.6528
0.4449 -1.2394 0.7953
-0.6921 0.6867 -2.0422
-2.5606 1.4464 -0.7051
4.1922 -1.0002 1.6555
-1.6625 -3.2808 -0.6504
1.5642 2.8046 0.0115
2.3562 2.9684 -4.7647
0.2138 -1.8358 2.2461
-0.5771 0.9523 0.9194
-0.2689 -1.5557 -0.5052
-1.7103 0.2283 2.5697
0.1592 0.1305 0.3447
0.0017 -0.0288 -0.2069
0.9258 0.3718 -0.0266
0.9930 -0.1719 0.3357
-1.7821 -0.1506 -0.3055
-0.3352 -0.5071 -0.7248
-0.1969 -0.0268 0.0957
-0.0938 -0.3294 0.2861
-0.0951 0.0015 -0.0898
0.0221 0.0800 0.1086

=====

(4)
This record from the OMol25 dataset describes a single C7H6NP molecule at a distorted geometry. The level of theory is wB97M-V/def2-TZVPD.

Energy relative to the best compared isomer or geometry (same formula, charge and spin) in kJ/mol: 0.0
LUMO in eV: 0.32
Orbital gap in eV: 8.36
Strongest force on any atom in eV/A: 9.221
Total charge: 0
Structure (SMILES): c1ccc2[nH]pcc2c1
HOMO in hartree: -0.2955

Each line ends with the Mulliken charge.
CARTESIAN COORDINATES (ANGSTROEM)
C1 -1.750862 -0.692092 0.049565  -0.423
C2 -1.799520 0.699532 0.120419  -0.474
C3 -0.659142 -1.430987 -0.081950  -0.465
C4 -0.677333 1.429955 -0.069843  -0.496
C5 0.556280 -0.758037 -0.188216  0.194
C6 0.550339 0.688438 -0.164380  0.845
C7 1.863909 1.422311 -0.069260  -0.575
N1 1.872356 -1.459667 -0.213666  -0.318
P1 2.942361 0.009553 -0.093594  -0.149
H1 -2.660114 -1.241512 0.431527  0.233
H2 -2.696007 1.246807 0.255309  0.389
H3 -0.737981 -2.574844 0.036662  0.220
H4 -0.806919 2.570539 -0.112986  0.245
H5 2.065203 -2.346831 0.107276  0.230
H6 1.937425 2.436831 -0.006868  0.546

Force components x, y, z for each atom (eV/Å):
-4.2263 -0.1691 2.1170
0.0448 -0.0661 -0.7438
1.8711 -2.6389 0.0292
0.8136 0.4212 -0.2194
1.3957 -0.8506 0.1537
0.7555 1.5056 0.2349
-1.0151 -8.7005 -0.7228
-2.3431 8.8619 -1.0051
0.8661 0.5161 0.2078
0.7361 0.6517 -0.9989
-1.0159 0.0012 0.1909
0.3858 1.9953 -0.3907
0.9206 -1.8852 0.1635
0.2500 -2.0441 0.9137
0.5610 2.4015 0.0700

=====

(5)
This record from the OMol25 dataset describes a molecular structure, C7H6O at a distorted geometry. The level of theory is wB97M-V/def2-TZVPD.

Energy relative to the best compared isomer or geometry (same formula, charge and spin) in kJ/mol: 730.1
LUMO in eV: 0.21
Orbital gap in eV: 9.98
Strongest force on any atom in eV/A: 13.573
Total charge: 0
HOMO in hartree: -0.3591

Each line ends with the Mulliken charge.
CARTESIAN COORDINATES (ANGSTROEM)
C1 -1.758640 1.973166 -0.466272  -0.252
C2 -1.002945 0.989424 -0.651763  -0.904
C3 -0.227209 -0.196394 -0.296541  2.380
C4 0.921802 0.214844 0.722113  -0.577
C5 1.950413 -0.037241 -0.332423  -0.467
C6 -1.007633 -1.213487 -0.132864  -1.108
C7 -1.976102 -2.025987 -0.116731  -0.464
H1 -2.224027 3.030118 0.277342  0.305
H2 1.053884 -0.578317 1.579785  0.244
H3 0.604789 1.329461 0.980060  0.345
H4 2.448046 0.895443 -0.491875  0.271
H5 2.835148 -0.781208 -0.021132  0.256
H6 -2.526979 -2.878761 0.186280  0.410
O1 0.909447 -0.721067 -1.235983  -0.439

Force components x, y, z for each atom (eV/Å):
1.2198 0.4791 2.5662
-2.5668 4.0345 0.7021
6.5620 4.4576 -2.0302
-2.0279 -0.0404 2.1858
0.6973 -2.7780 0.7564
-9.6379 -9.4554 1.3886
4.7241 3.1964 0.4831
1.6094 -4.0182 -3.3558
-0.7573 2.0307 -1.2520
1.5215 -2.4424 0.1950
0.0834 0.6062 -1.8415
-2.2068 1.3020 -0.8465
-0.3761 -0.1770 -0.2190
1.1552 2.8048 1.2678

=====

(6)
This record from the OMol25 dataset describes a molecular structure, C7H6O at a distorted geometry. The level of theory is wB97M-V/def2-TZVPD.

Energy relative to the best compared isomer or geometry (same formula, charge and spin) in kJ/mol: 729.3
LUMO in eV: 0.40
Orbital gap in eV: 9.43
Strongest force on any atom in eV/A: 5.889
Total charge: 0
HOMO in hartree: -0.3317

Each line ends with the Mulliken charge.
CARTESIAN COORDINATES (ANGSTROEM)
C1 -1.500492 -1.003905 0.467384  -0.111
C2 -0.310770 -0.652240 -0.208962  0.166
C3 -1.181566 0.273799 -1.227692  -0.749
C4 -0.971399 0.901887 -0.011473  0.546
C5 -2.208193 0.072276 0.010580  -0.422
C6 0.872158 0.053348 0.399176  0.093
C7 2.060231 0.212123 -0.542490  -1.085
O1 0.122912 1.248342 0.736111  -0.403
H1 -1.597382 -1.821970 1.270385  0.355
H2 -3.339993 0.345850 -0.009454  0.326
H3 1.005951 -0.535508 1.297465  0.355
H4 1.652042 0.823790 -1.488275  0.261
H5 2.493039 -0.673437 -0.744532  0.381
H6 2.903467 0.755642 0.051774  0.287

Force components x, y, z for each atom (eV/Å):
2.2554 -4.1445 3.1647
-2.2574 0.3875 -1.6043
1.1353 0.7109 0.0592
-0.4683 0.8710 -2.0471
-4.7123 1.6052 -0.3519
0.4676 -1.4227 0.0649
-1.1995 5.6455 1.1721
0.7479 0.0873 0.5149
-0.2508 1.3445 -1.2450
2.4066 -0.4414 0.1457
1.0487 0.3956 0.5958
1.3816 -1.4659 2.0402
0.9568 -3.2661 -1.1751
-1.5117 -0.3068 -1.3342